Entry 1:
# C53H104N14O11P2

A 13-piece molecular cluster, C53H104N14O11P2 overall (the ωB97M-V functional and the def2-TZVPD basis, OMol25).

```
184
Properties=species:S:1:pos:R:3:mulliken_charge:R:1
C 1.947 28.690 20.002 -0.494
C 1.900 27.176 19.878 1.075
O 2.338 26.952 18.522 -0.306
C 2.329 28.122 17.854 0.581
O 2.685 28.274 16.732 -0.534
O 1.805 29.103 18.634 -0.312
H 2.888 29.065 20.398 0.335
H 1.099 29.042 20.584 0.293
H 0.907 26.739 20.006 -0.816
H 2.572 26.610 20.516 0.215
C 3.337 21.123 17.983 0.400
C 4.030 20.930 16.629 -0.489
O 3.818 22.170 15.970 -0.420
C 2.942 22.926 16.661 0.416
O 2.614 24.020 16.349 -0.452
O 2.549 22.284 17.792 0.058
H 3.999 21.196 18.847 0.319
H 2.671 20.284 18.200 -0.488
H 3.577 20.114 16.066 0.309
H 5.098 20.752 16.728 0.314
C -0.495 19.326 18.045 -0.148
C 0.296 18.934 19.299 -0.595
O 0.076 20.070 20.150 -0.370
C -1.022 20.738 19.725 0.233
O -1.514 21.664 20.283 -0.188
O -1.411 20.295 18.514 -0.034
H -0.990 18.465 17.594 0.346
H 0.128 19.725 17.243 0.065
H 1.360 18.862 19.107 0.280
H -0.124 18.051 19.774 0.283
C 1.008 23.496 21.432 0.311
C 2.400 23.616 21.985 -0.790
C 2.493 24.483 23.258 -0.523
C 1.871 25.801 23.086 0.218
N 1.337 26.813 22.983 -0.522
H 0.381 22.877 22.083 0.151
H 1.014 22.931 20.499 -0.150
H 0.507 24.454 21.310 -0.021
H 3.120 24.014 21.261 0.316
H 2.852 22.667 22.285 0.417
H 3.530 24.650 23.542 0.420
H 1.927 24.003 24.060 0.346
C -5.114 30.861 19.203 -0.823
C -4.167 32.029 18.996 -0.590
C -3.504 32.023 17.620 0.657
C -4.452 31.911 16.512 0.161
N -5.169 31.787 15.625 -0.573
H -5.863 30.778 18.413 0.374
H -5.655 30.964 20.145 0.410
H -4.592 29.898 19.199 -0.099
H -3.444 32.070 19.808 0.336
H -4.776 32.937 19.033 0.333
H -2.792 31.215 17.449 -0.527
H -2.932 32.936 17.443 0.446
C -4.604 22.600 20.584 0.622
C -5.379 21.468 21.220 -0.837
C -6.660 21.050 20.513 0.773
C -6.411 20.225 19.338 -0.017
N -6.197 19.589 18.408 -0.567
H -5.236 23.489 20.591 -0.065
H -4.356 22.340 19.549 0.068
H -3.654 22.818 21.063 -0.541
H -5.673 21.756 22.236 0.328
H -4.783 20.570 21.411 0.390
H -7.391 21.833 20.331 -0.782
H -7.214 20.380 21.181 0.439
C -1.598 26.014 13.020 -0.283
C -0.923 24.685 12.668 0.324
C -1.783 23.853 11.720 -0.287
C -1.956 24.500 10.414 0.030
N -2.070 24.973 9.376 -0.476
H -2.210 26.422 12.215 0.592
H -0.883 26.760 13.367 -0.340
H -2.273 25.871 13.872 -0.016
H -0.807 24.099 13.581 -0.361
H 0.052 24.872 12.221 0.372
H -2.763 23.609 12.131 0.034
H -1.291 22.907 11.468 0.454
C -3.383 20.427 15.042 -1.375
C -3.279 21.929 15.250 -0.206
C -2.063 22.347 16.083 3.315
C -0.781 21.790 15.672 -0.065
N 0.236 21.377 15.344 -0.781
H -4.400 20.091 14.847 0.427
H -3.081 19.873 15.938 0.203
H -2.717 20.115 14.237 0.350
H -4.154 22.362 15.737 0.400
H -3.248 22.427 14.276 -0.341
H -2.227 22.061 17.124 -0.245
H -2.014 23.438 16.112 -1.700
C -9.301 23.705 19.315 -1.104
C -8.047 24.450 19.711 0.901
C -8.050 24.952 21.168 -0.512
C -8.100 23.890 22.192 0.154
N -8.189 23.070 22.989 -0.546
H -9.279 22.727 19.812 0.369
H -9.289 23.468 18.252 -0.083
H -10.242 24.206 19.529 0.445
H -7.999 25.378 19.136 0.184
H -7.125 23.886 19.575 -0.442
H -8.978 25.504 21.360 0.538
H -7.216 25.620 21.376 0.286
C 0.729 29.063 13.976 -0.594
C 1.558 30.339 13.861 -0.845
C 1.537 31.172 15.134 -0.242
C 0.176 31.501 15.550 0.228
N -0.892 31.761 15.876 -0.376
H 1.029 28.371 13.182 0.415
H -0.327 29.276 13.817 0.362
H 0.918 28.518 14.900 -0.091
H 1.116 30.928 13.049 0.368
H 2.575 30.158 13.517 0.395
H 2.116 32.096 15.068 0.431
H 1.993 30.635 15.975 -0.043
C -2.479 26.054 23.864 -1.052
C -1.615 24.854 24.212 0.378
C -2.278 23.491 23.962 0.662
C -3.380 23.228 24.889 -0.014
N -4.221 23.019 25.646 -0.508
H -2.383 26.296 22.808 0.086
H -2.094 26.917 24.411 0.398
H -3.511 25.910 24.185 0.379
H -1.300 24.842 25.260 0.417
H -0.682 24.907 23.648 -0.541
H -1.583 22.652 23.995 0.431
H -2.703 23.503 22.951 -0.574
O -8.547 25.761 16.612 -0.860
P -8.449 25.558 15.153 0.262
N -7.228 26.384 14.396 0.503
C -5.861 26.011 14.708 -0.567
C -7.436 27.823 14.247 -1.115
N -9.868 25.993 14.409 0.171
C -10.656 27.083 14.966 -1.031
C -9.968 25.809 12.964 -0.985
N -8.159 23.991 14.708 0.585
C -8.674 22.932 15.566 -1.228
C -7.536 23.551 13.489 -1.258
H -5.712 24.936 14.663 -0.145
H -5.626 26.300 15.739 -0.019
H -5.155 26.523 14.056 0.467
H -6.565 28.262 13.765 0.379
H -7.579 28.318 15.218 0.354
H -8.318 28.026 13.640 0.291
H -10.568 27.062 16.048 0.245
H -10.383 28.058 14.549 0.313
H -11.711 26.917 14.727 0.431
H -10.843 26.339 12.592 0.403
H -9.075 26.192 12.460 0.345
H -10.103 24.751 12.740 0.212
H -9.661 23.166 15.965 0.287
H -8.777 22.032 14.956 0.491
H -7.984 22.698 16.380 0.245
H -6.784 22.780 13.676 0.400
H -7.050 24.385 12.985 0.478
H -8.260 23.189 12.745 0.308
O -3.305 25.471 16.170 -1.163
P -2.519 26.129 17.232 -1.101
N -2.307 27.752 16.967 1.187
C -1.453 28.579 17.803 0.436
C -3.372 28.468 16.289 -0.287
N -0.977 25.607 17.491 1.735
C -0.652 24.523 18.414 -0.294
C -0.054 25.753 16.378 0.446
N -3.343 26.058 18.675 1.641
C -2.782 26.366 19.975 -0.801
C -4.755 25.668 18.669 -1.084
H -0.743 29.127 17.182 -0.365
H -0.905 27.946 18.501 -0.509
H -2.053 29.263 18.414 0.100
H -3.956 27.808 15.655 -0.213
H -2.941 29.277 15.693 0.467
H -4.092 28.898 17.002 -0.188
H -0.407 23.612 17.858 -0.250
H 0.219 24.802 19.011 -0.074
H -1.489 24.303 19.074 -0.053
H -0.076 26.782 16.020 -0.270
H 0.970 25.607 16.732 -0.078
H -0.199 25.042 15.559 -0.550
H -1.698 26.444 19.998 -0.163
H -3.219 27.301 20.355 0.391
H -3.086 25.593 20.695 0.327
H -4.848 24.632 18.348 -0.064
H -5.332 26.285 17.972 0.015
H -5.184 25.901 19.643 0.553
```

Its multiplicity is 1. For the orbital gap, the calculation gives 8.22 eV. The HOMO energy comes out at -8.31 eV. The calculated total energy is -4358.9197 Eh.

Entry 2:
# C53H108N4O10PS

C53H108N4O10PS as an isolated structure (the ωB97M-V functional and the def2-TZVPD basis, OMol25).

```
177
Properties=species:S:1:pos:R:3:mulliken_charge:R:1
C 2.564 -1.912 2.823 -0.732
C 2.283 -3.351 2.370 -0.534
C 1.934 -3.411 0.878 0.792
C 1.197 -4.699 0.461 -1.513
C -0.278 -4.475 0.116 -0.312
C -0.477 -3.585 -1.102 -0.217
C -1.923 -3.379 -1.577 -0.847
C -3.042 -3.219 -0.536 -0.672
C -3.464 -1.759 -0.337 0.317
N -4.981 -1.698 -0.324 -0.823
C -5.706 -0.415 0.077 0.201
C -7.185 -0.864 0.084 -1.642
C -8.304 0.067 0.549 0.057
C -9.670 -0.522 0.176 -1.546
P -5.202 0.723 -1.355 0.547
C -6.282 2.197 -1.310 -1.329
O -5.831 -0.134 -2.605 -0.445
C -5.074 -0.013 1.443 1.456
C -5.566 1.317 2.007 -1.688
N -5.013 1.528 3.335 -0.177
C -5.692 2.634 4.029 -0.652
N -5.353 -1.147 2.336 -0.770
C -6.227 -1.183 3.193 0.499
S -7.356 -1.227 4.267 -0.327
N -3.636 0.085 1.333 -0.269
C -2.918 -1.113 0.936 -0.766
C -1.426 -0.781 0.808 -0.667
C -0.940 -0.006 -0.410 0.595
C 0.586 0.219 -0.345 -0.161
C 1.016 1.676 -0.150 -0.439
C 2.440 1.930 -0.641 -0.879
C 3.104 3.181 -0.069 0.095
C 2.449 4.485 -0.540 -1.222
H 1.660 -1.432 3.211 0.297
H 3.340 -1.874 3.589 0.036
H 2.899 -1.301 1.977 0.017
H 3.159 -3.968 2.580 0.432
H 1.466 -3.771 2.965 0.262
H 2.870 -3.339 0.317 0.285
H 1.343 -2.525 0.626 -0.727
H 1.229 -5.392 1.308 0.495
H 1.707 -5.207 -0.361 0.465
H -0.793 -5.431 -0.023 0.402
H -0.736 -4.008 1.002 0.230
H 0.051 -4.031 -1.952 0.804
H 0.014 -2.620 -0.943 -0.696
H -2.182 -4.198 -2.249 0.979
H -1.918 -2.488 -2.216 -0.337
H -2.809 -3.672 0.430 0.393
H -3.907 -3.771 -0.925 0.451
H -3.152 -1.233 -1.239 -0.067
H -5.276 -1.879 -1.288 0.872
H -5.347 -2.467 0.240 0.878
H -7.265 -1.779 0.684 0.866
H -7.419 -1.178 -0.944 0.699
H -8.271 0.155 1.635 -0.011
H -8.221 1.051 0.100 0.029
H -9.689 -1.605 0.304 0.341
H -10.455 -0.086 0.796 0.438
H -9.932 -0.281 -0.858 0.366
H -7.107 2.083 -2.018 0.419
H -5.671 3.040 -1.639 0.415
H -6.699 2.438 -0.337 0.352
H -6.797 -0.161 -2.608 0.249
H -6.645 1.342 2.110 0.013
H -5.258 2.086 1.281 0.506
H -4.035 1.760 3.236 0.314
H -5.237 3.606 3.816 0.314
H -6.731 2.703 3.712 0.052
H -5.672 2.470 5.108 0.337
H -3.370 0.865 0.744 0.572
H -2.999 -1.841 1.748 0.298
H -0.843 -1.697 0.926 -0.232
H -1.215 -0.172 1.694 0.706
H -1.183 -0.514 -1.346 -0.351
H -1.430 0.975 -0.455 0.512
H 1.004 -0.400 0.454 -0.581
H 1.040 -0.144 -1.273 0.493
H 0.313 2.308 -0.700 0.429
H 0.964 1.945 0.910 0.133
H 2.439 2.024 -1.732 0.207
H 3.050 1.055 -0.391 0.389
H 4.141 3.186 -0.405 -0.125
H 3.115 3.121 1.025 0.417
H 2.265 5.159 0.300 0.264
H 3.076 5.002 -1.266 0.372
H 1.477 4.302 -1.009 0.346
C -3.417 -3.177 -5.072 -0.994
C -1.922 -2.978 -5.200 1.096
O -1.144 -3.651 -4.564 -0.586
C -1.491 -1.876 -6.124 -1.052
H -3.624 -3.987 -4.376 0.397
H -3.885 -2.254 -4.721 -0.047
H -3.846 -3.410 -6.047 0.450
H -1.909 -0.928 -5.783 0.137
H -1.872 -2.054 -7.128 0.323
H -0.405 -1.807 -6.144 0.430
C -3.911 -1.109 -10.762 -1.341
C -3.673 -0.375 -9.467 0.882
O -3.460 -0.967 -8.432 -0.462
C -3.714 1.130 -9.518 -1.280
H -3.858 -2.181 -10.596 0.335
H -4.893 -0.849 -11.161 0.329
H -3.164 -0.815 -11.500 0.331
H -4.688 1.463 -9.880 0.325
H -2.958 1.499 -10.213 0.293
H -3.541 1.543 -8.528 0.452
C 5.193 -2.482 6.520 -0.855
C 4.470 -3.681 5.970 0.875
O 4.327 -3.859 4.782 -0.499
C 3.935 -4.665 6.982 -1.248
H 5.538 -1.856 5.701 0.046
H 4.522 -1.907 7.163 0.386
H 6.055 -2.804 7.104 0.355
H 3.229 -4.169 7.650 0.342
H 4.753 -5.053 7.591 0.333
H 3.439 -5.487 6.471 0.319
C -3.410 0.277 -5.446 -0.407
C -3.411 1.589 -6.197 0.363
O -3.244 1.637 -7.390 -0.372
C -3.632 2.835 -5.372 -1.167
H -3.241 -0.539 -6.147 -0.029
H -2.620 0.281 -4.692 0.378
H -4.366 0.131 -4.940 0.327
H -2.854 2.924 -4.612 0.338
H -4.596 2.778 -4.863 0.235
H -3.613 3.711 -6.015 0.369
C -9.743 3.989 3.000 -0.927
C -8.795 5.144 2.778 0.886
O -7.599 4.981 2.704 -0.511
C -9.419 6.510 2.657 -1.210
H -9.186 3.057 3.074 0.079
H -10.313 4.142 3.917 0.344
H -10.456 3.925 2.175 0.343
H -9.979 6.748 3.563 0.345
H -10.120 6.530 1.820 0.338
H -8.645 7.256 2.502 0.308
C 7.536 3.536 -1.687 -0.720
C 6.692 4.753 -1.408 0.751
O 5.509 4.772 -1.656 -0.547
C 7.398 5.930 -0.784 -1.191
H 6.921 2.757 -2.132 0.313
H 8.355 3.788 -2.363 0.424
H 7.979 3.179 -0.756 -0.037
H 8.203 6.271 -1.436 0.346
H 7.849 5.633 0.165 0.304
H 6.691 6.739 -0.620 0.346
C 9.446 -1.003 6.300 -1.002
C 9.327 -2.389 6.884 0.808
O 8.254 -2.932 7.012 -0.525
C 10.611 -3.061 7.299 -1.142
H 8.460 -0.625 6.041 0.206
H 9.917 -0.332 7.021 0.359
H 10.075 -1.027 5.408 0.293
H 11.120 -2.460 8.053 0.333
H 11.278 -3.153 6.440 0.329
H 10.397 -4.047 7.701 0.302
C 11.343 1.371 -0.847 -1.175
C 10.938 2.140 0.386 0.950
O 10.451 3.245 0.317 -0.562
C 11.144 1.447 1.707 -1.126
H 11.139 1.963 -1.736 0.316
H 12.407 1.130 -0.805 0.392
H 10.793 0.430 -0.895 0.294
H 12.198 1.203 1.852 0.433
H 10.580 0.512 1.727 0.236
H 10.812 2.093 2.516 0.295
C 6.372 -1.700 1.910 -1.044
C 7.647 -0.924 1.693 0.838
O 8.734 -1.450 1.748 -0.586
C 7.510 0.550 1.400 -0.507
H 6.605 -2.743 2.110 0.330
H 5.817 -1.282 2.752 0.165
H 5.737 -1.631 1.025 0.319
H 7.006 1.056 2.224 0.404
H 6.923 0.702 0.492 0.311
H 8.501 0.972 1.265 -0.286
```

Its multiplicity is 1. For the orbital gap, the calculation gives 8.27 eV. The HOMO energy comes out at -10.57 eV. The calculated total energy is -3794.8865 Eh. Its net charge is +1.